1.
Below is 7 unconnected molecules or ions with the total composition C65H66FN5O27PS3 in a non-equilibrium geometry, with properties calculated with ωB97M-V/def2-TZVPD.

Calculated values
highest occupied orbital energy = -10.3 eV
energy = -6456.95805 Eh
E_LUMO = -0.114 Eh

Structure (ORCA input):
```
! wB97M-V def2-TZVPD RIJCOSX def2/J DEFGRID3
* xyz 1 1
C 2.45775 3.84217 8.95248
C 2.44792 4.82847 8.25189
C 2.28753 5.92673 7.24180
N 1.50928 5.64562 5.95438
N 0.60103 6.77654 5.92956
C 0.54887 4.49309 6.05255
P -1.14894 4.51344 5.25948
S -2.38584 5.98760 5.45250
C 1.28948 3.15864 5.65332
C 0.35929 1.89704 5.47987
C -0.23567 1.53662 6.86884
C -1.27849 0.35942 6.88129
S -1.45269 -0.54821 5.30820
C -2.69809 0.24409 4.31842
S -2.77378 -0.21199 2.74745
N -3.58351 1.24326 4.78769
C -4.01965 2.31349 4.02037
C -4.91010 3.07764 4.75995
N -5.01161 2.45636 6.01925
C -4.24620 1.40650 5.99747
O 2.03249 3.24813 4.47331
C 3.10533 4.24146 4.44457
C 4.10837 3.76333 5.52917
C 5.60128 3.50825 5.08473
F 6.41623 3.52449 6.23378
C 3.59674 4.04206 2.93942
C 2.78677 2.95401 2.16833
C 1.66152 3.18184 1.36302
C 1.02582 2.11035 0.66808
C 1.51142 0.78902 0.76274
C 2.66127 0.56541 1.57656
C 3.28261 1.61594 2.26808
C 2.39160 5.65004 4.68550
C 1.42336 6.03294 3.46152
C 1.41835 7.57115 3.07597
O 0.23790 7.71309 2.22571
C -0.75087 8.46390 2.86077
O -0.75675 9.65355 2.75132
N 3.29221 6.80753 4.60333
C 4.74705 6.75829 4.65713
C 5.56749 6.66983 3.32546
C 5.06003 7.59395 2.17894
H 2.78406 3.06822 9.64425
H 1.87574 6.77641 7.82176
H 3.33729 6.24283 7.04769
H 1.08151 7.67012 5.98030
H -0.03132 6.73382 6.73052
H 0.23082 4.32637 7.11157
H -1.86418 3.37852 5.74355
H -0.96386 4.22780 3.87213
H 1.83839 2.84355 6.57491
H 1.07647 1.08398 5.22349
H -0.34412 1.96869 4.63496
H -0.74265 2.41571 7.33361
H 0.58754 1.28877 7.57686
H -0.96985 -0.35942 7.67129
H -2.23934 0.77056 7.24812
H -3.66805 2.44412 2.99302
H -5.42217 3.97840 4.41326
H -4.16883 0.74055 6.86207
H 3.86755 2.78942 6.00413
H 4.29889 4.48352 6.35604
H 5.70731 2.49438 4.64551
H 5.99994 4.29471 4.42390
H 3.61813 5.00004 2.37789
H 4.62951 3.66766 2.83475
H 1.25649 4.19126 1.21807
H 0.15751 2.33058 0.02666
H 1.05488 -0.04467 0.21036
H 3.04862 -0.46608 1.61196
H 4.18724 1.40058 2.86455
H 1.66732 5.55734 2.50429
H 0.35052 5.84973 3.61854
H 2.26659 7.86029 2.44333
H 1.23655 8.22799 3.94398
H -1.52277 7.92271 3.46295
H 3.02699 7.56295 5.22919
H 5.25374 6.08741 5.39131
H 5.08348 7.75562 5.04043
H 5.74520 5.64944 2.94334
H 6.58344 7.04975 3.58998
H 4.19588 7.11422 1.67198
H 4.75738 8.57872 2.58233
H 5.85975 7.71726 1.42797
C -6.75153 -3.45328 -1.22784
C -6.81342 -2.11684 -1.20720
C -5.90393 -1.30357 -0.34006
O -5.98621 -0.08964 -0.37073
C -4.95526 -2.01024 0.51188
C -4.89215 -3.34706 0.49657
C -5.78820 -4.16189 -0.39389
O -5.69338 -5.37627 -0.39530
O -4.02636 -4.01202 1.27274
O -7.68813 -1.44027 -1.95884
H -7.40229 -4.05039 -1.85132
H -4.31579 -1.41077 1.14554
H -4.16050 -4.95942 1.08468
H -7.52951 -0.49717 -1.76352
C 4.09752 -0.75597 -3.96801
C 3.66059 -0.61649 -2.71119
C 3.22282 -1.79752 -1.89885
O 2.85080 -1.61886 -0.75267
C 3.25827 -3.11262 -2.52408
C 3.69237 -3.25047 -3.78291
C 4.15484 -2.07377 -4.58347
O 4.55686 -2.25793 -5.71858
O 3.73511 -4.44144 -4.38784
O 3.59333 0.58182 -2.11693
H 4.41793 0.08671 -4.56472
H 2.92328 -3.95404 -1.93380
H 4.08498 -4.27243 -5.28491
H 3.24928 0.41562 -1.21720
C -2.15426 -8.58034 3.12019
C -2.48711 -9.69613 3.78090
C -3.88048 -10.24779 3.73791
O -4.12693 -11.27441 4.34046
C -4.88370 -9.51682 2.97185
C -4.54921 -8.40031 2.31476
C -3.15208 -7.86519 2.33676
O -2.89754 -6.85181 1.70621
O -5.43654 -7.70113 1.60425
O -1.59698 -10.37505 4.51067
H -1.15281 -8.17369 3.14201
H -5.88913 -9.91368 2.96148
H -4.93884 -6.95103 1.22971
H -2.08549 -11.13575 4.88044
C 1.42146 -4.12733 -9.29307
C 0.12719 -3.82215 -9.39594
C -0.46292 -2.65698 -8.66945
O -1.64955 -2.40880 -8.81165
C 0.41065 -1.86670 -7.81370
C 1.71067 -2.17243 -7.70483
C 2.30672 -3.32583 -8.45532
O 3.49418 -3.55807 -8.34063
O 2.53630 -1.46793 -6.92441
O -0.71079 -4.54796 -10.15784
H 1.85744 -4.96578 -9.81454
H -0.03347 -1.03733 -7.28103
H 3.43275 -1.88411 -7.01510
H -1.58553 -4.12519 -10.06534
C -3.93175 2.29719 -9.84910
C -5.24561 2.48698 -10.01292
C -6.18533 1.33826 -10.21498
O -7.37478 1.56453 -10.34027
C -5.62573 -0.00659 -10.25675
C -4.30952 -0.19927 -10.09626
C -3.37294 0.94910 -9.86699
O -2.18767 0.72570 -9.70849
O -3.76766 -1.41868 -10.13148
O -5.78901 3.71031 -10.00390
H -3.24457 3.11852 -9.70057
H -6.31216 -0.82540 -10.42055
H -2.80978 -1.28980 -9.98591
H -6.74604 3.57298 -10.14024
C 0.60924 -10.08420 -8.68613
C 0.53945 -8.75018 -8.76112
C 1.42657 -7.87233 -7.93287
O 1.33647 -6.66362 -8.05233
C 2.35982 -8.50974 -7.01261
C 2.42741 -9.84396 -6.93496
C 1.55975 -10.72327 -7.78246
O 1.67218 -11.93014 -7.68764
O 3.27049 -10.45994 -6.09995
O -0.32384 -8.13379 -9.57896
H -0.02352 -10.72913 -9.27972
H 2.98191 -7.86438 -6.40817
H 3.12504 -11.41582 -6.23741
H -0.17808 -7.17625 -9.45051
*
```

2.
Below is a single C6H8ClNO molecule in a non-equilibrium geometry, with properties calculated with ωB97M-V/def2-TZVPD.

Calculated values
highest occupied orbital energy (spin up / spin down) = -8.7 / -7.1 eV
energy = -823.43920 Eh
energy relative to the best compared isomer or geometry (same formula, charge and spin) = 391.1 kJ/mol
E_LUMO (spin up / spin down) = 0.025 / -0.055 Eh

Structure (ORCA input):
```
! wB97M-V def2-TZVPD RIJCOSX def2/J DEFGRID3
* xyz 0 1
C 3.66884 -1.21811 0.09498
C 1.90845 -0.07081 -1.19911
C 0.52548 -0.86223 -0.97548
C -0.87495 -0.15311 0.83268
C 2.99658 -0.11549 -0.19455
C -1.34008 1.11808 1.45206
N 4.08205 -2.31217 0.22592
O -0.44758 -0.07867 -0.44358
Cl 3.11799 1.14568 0.94383
H 2.24838 -0.55742 -2.12253
H 1.52005 0.87609 -1.26654
H 0.18098 -1.09986 -2.03789
H 0.68751 -1.74335 -0.39718
H -0.55049 -1.02008 1.56351
H -2.01610 1.58940 0.85710
H -0.46959 1.64783 1.62232
H -1.82965 0.89921 2.35166
*
```